{
  "formula": "C22H23BrCsN7O2S2",
  "method": "the ωB97M-V functional and the def2-TZVPD basis",
  "homo_lumo_gap_ev": 6.286,
  "total_energy_ev": -129970.917,
  "max_force_ha_per_bohr": 0.05621,
  "relative_energy_ev": 2.3709,
  "symbols": ["Cs", "Br", "S", "S", "O", "O", "N", "N", "N", "N", "N", "N", "N", "C", "C", "C", "C", "C", "C", "C", "C", "C", "C", "C", "C", "C", "C", "C", "C", "C", "C", "C", "C", "C", "C", "H", "H", "H", "H", "H", "H", "H", "H", "H", "H", "H", "H", "H", "H", "H", "H", "H", "H", "H", "H", "H", "H", "H"],
  "positions_angstrom": [[-0.3446, -1.5066, -2.2457], [-0.5419, 5.7031, 4.4992], [3.2533, -1.5709, -1.0231], [1.1849, -4.3578, -1.6067], [-1.9879, -0.8045, -0.7314], [0.4820, -3.7259, -2.7403], [4.5844, -1.3148, 1.3317], [4.3426, -1.2453, 2.6584], [1.1128, -1.6253, 1.2959], [-4.0330, 5.1144, -0.4052], [-4.3269, 4.1147, -1.0885], [-0.2940, 1.3253, -1.0299], [2.4544, -1.4337, 1.5636], [-2.4731, 0.3331, -0.9773], [0.6224, -6.1188, -1.5637], [2.3065, -1.2944, 4.0656], [0.0435, 3.6754, -1.3031], [-1.6240, 1.5208, -1.0332], [-1.3119, 3.8955, -1.3176], [-2.5664, 6.4158, 0.9529], [3.4412, -1.4326, 0.6120], [-4.3879, 1.8011, -1.3656], [3.0530, -1.3209, 2.7891], [-1.8210, 6.5848, 2.0991], [2.8360, -4.8489, -2.2656], [-3.8493, 0.5480, -1.2361], [0.5028, 2.3660, -1.1251], [-3.1544, 5.1766, 0.6497], [-3.6187, 2.9582, -1.1790], [1.5884, -6.9205, -2.4165], [-3.0256, 4.1304, 1.5821], [-1.6708, 5.5180, 2.9722], [2.9675, -6.3501, -2.1075], [-2.2953, 4.3033, 2.7366], [-2.1945, 2.8179, -1.1286], [-1.7059, 4.8837, -1.5130], [-1.3581, 7.5362, 2.3184], [5.5202, -1.2622, 0.9654], [1.3554, -6.7744, -3.4722], [0.7380, 4.4905, -1.4431], [-4.4873, -0.3236, -1.2685], [-2.1990, 3.4928, 3.4455], [3.2436, -6.5925, -1.0794], [3.7325, -6.7516, -2.7723], [1.5656, 2.1455, -1.0871], [3.5944, -4.2863, -1.7291], [-3.5186, 3.1863, 1.3900], [0.9004, -1.2505, 0.3695], [3.0164, -1.1799, 4.8793], [1.7452, -2.2198, 4.1959], [0.5373, -1.1397, 1.9787], [0.6583, -6.4258, -0.5193], [1.5323, -7.9866, -2.1941], [-2.6932, 7.2326, 0.2578], [1.6042, -0.4604, 4.0840], [2.8212, -4.5403, -3.3083], [-5.4521, 1.9272, -1.5001], [-0.4050, -6.1352, -1.9177]],
  "atomic_forces_ev_per_a": [[1.1, 1.8, -2.0], [-0.2, 0.0, -0.1], [-0.1, 0.1, -0.7], [0.9, -1.6, 0.6], [-1.7, 0.5, 1.9], [0.2, -1.8, -1.5], [-1.1, -0.1, -0.1], [0.2, 0.1, 0.8], [-0.8, -0.3, -0.2], [-1.0, 0.7, -0.9], [-0.8, 0.8, -0.5], [0.4, 0.0, 0.3], [1.2, 0.4, -0.3], [-0.8, 0.4, 0.4], [0.2, 0.3, 0.1], [0.0, 0.0, 0.0], [-0.4, 0.1, 0.0], [-0.3, 0.5, -0.1], [0.4, 0.0, 0.0], [-0.2, -0.5, -0.4], [0.0, -0.1, 0.3], [0.3, 0.8, 0.2], [0.2, 0.0, 0.0], [0.2, -0.1, 0.3], [0.0, 0.1, 0.5], [0.3, -0.6, 0.0], [0.2, -0.2, 0.0], [1.0, -0.3, 1.4], [0.6, -1.3, 0.1], [0.1, -0.1, 0.0], [-0.2, 0.2, -0.4], [0.1, 0.1, 0.1], [-0.1, -0.1, -0.1], [0.2, 0.1, 0.1], [-0.2, -0.2, -0.1], [0.0, 0.0, 0.1], [0.0, 0.0, 0.0], [-0.1, 0.0, 0.0], [0.0, 0.0, 0.0], [0.1, 0.0, 0.0], [0.0, -0.1, 0.0], [0.0, 0.0, 0.0], [0.1, -0.1, 0.0], [0.1, 0.0, 0.0], [0.0, 0.1, 0.0], [0.0, 0.1, 0.0], [0.0, 0.0, 0.0], [0.2, 0.1, 0.3], [0.0, 0.0, 0.0], [0.0, 0.0, 0.0], [0.2, 0.1, -0.1], [0.0, 0.0, 0.1], [-0.1, 0.0, 0.0], [-0.1, 0.1, 0.0], [0.0, 0.0, 0.1], [-0.1, 0.1, -0.1], [-0.1, 0.1, 0.0], [-0.1, 0.1, 0.1]]
}

=====

{
  "formula": "C22H23BrN4O4",
  "method": "the ωB97M-V functional and the def2-TZVPD basis",
  "homo_lumo_gap_ev": 7.694,
  "total_energy_ev": -107381.549,
  "max_force_ha_per_bohr": 0.02876,
  "smiles": "CCCCn1c(=O)[nH]c(=O)c2c1nc(-c1ccc(-c3ccccc3Br)o1)n2CCOC",
  "relative_energy_ev": 0.0939,
  "symbols": ["Br", "O", "O", "O", "O", "N", "N", "N", "N", "C", "C", "C", "C", "C", "C", "C", "C", "C", "C", "C", "C", "C", "C", "C", "C", "C", "C", "C", "C", "C", "C", "H", "H", "H", "H", "H", "H", "H", "H", "H", "H", "H", "H", "H", "H", "H", "H", "H", "H", "H", "H", "H", "H", "H"],
  "positions_angstrom": [[1.2005, -3.0654, -2.2218], [2.0251, 0.2330, 3.7584], [2.6271, -2.7145, 0.8165], [0.3513, 4.4383, 4.0457], [-1.0514, -1.6636, -0.9773], [1.1283, 2.3222, 3.8369], [-0.4964, 3.1516, 2.3753], [-1.2193, 1.5483, 0.7180], [0.0854, -0.1570, 1.3432], [-0.4755, 1.9340, 1.7679], [-0.5779, 5.2135, 0.9972], [-2.5507, -0.0552, -1.3596], [0.0239, 4.5868, -0.2662], [-0.3857, -3.9590, -2.7646], [-1.3593, -5.8713, -3.8326], [1.2477, 1.0422, 3.2963], [-1.3416, 4.2189, 1.8728], [2.1553, -1.3920, 0.8651], [-1.8479, -2.0721, -1.9876], [-1.4753, -0.4429, -0.5895], [-0.8588, 0.2884, 0.4750], [0.3541, 0.8970, 2.1860], [0.3248, 3.3844, 3.4539], [-2.6136, -5.2938, -3.7106], [-2.7956, -1.1092, -2.2519], [1.4528, 4.0897, -0.0711], [-2.7504, -4.0600, -3.1079], [-1.6418, -3.3659, -2.6139], [0.7295, -1.4394, 1.4231], [-0.2457, -5.2001, -3.3626], [3.9494, -2.8046, 0.3518], [-3.5500, -1.1478, -3.0105], [4.0341, -2.4207, -0.6723], [0.0314, 5.3350, -1.0616], [-0.6075, 3.7587, -0.5937], [2.7912, -0.7776, 1.5195], [1.5033, 3.2957, 0.6693], [-3.4861, -5.8099, -4.0805], [0.7381, -5.6323, -3.4640], [-3.7277, -3.6176, -2.9934], [-3.0777, 0.8708, -1.2698], [-1.2872, 5.9939, 0.7163], [-1.2448, -6.8385, -4.2966], [1.8453, 3.7002, -1.0082], [-1.7564, 4.7437, 2.7372], [1.7225, 2.5171, 4.6353], [0.7804, -1.7423, 2.4717], [-2.1385, 3.7407, 1.3019], [2.0967, 4.9029, 0.2575], [0.1586, -2.1759, 0.8592], [4.2098, -3.8604, 0.3659], [2.1520, -0.9485, -0.1442], [0.2080, 5.6781, 1.5946], [4.6361, -2.2475, 1.0004]],
  "atomic_forces_ev_per_a": [[0.1, -0.2, -0.2], [0.2, -0.2, 0.1], [-0.3, 0.0, 0.2], [0.0, 0.4, 0.1], [0.1, -0.1, 0.2], [0.3, 0.0, 0.3], [-0.1, 0.1, 0.1], [-0.1, 0.2, -0.1], [-0.4, 0.4, -0.3], [0.6, -1.4, 0.1], [-0.2, -0.2, -0.1], [0.7, -0.1, 0.7], [0.1, 0.1, 0.1], [0.0, 0.1, 0.0], [0.0, 0.0, 0.0], [-0.2, 0.0, -0.2], [-0.1, 0.6, 0.0], [-0.1, 0.1, 0.0], [-0.8, 0.6, -0.4], [-1.2, 0.3, -0.8], [0.6, 0.1, 0.7], [-0.4, 0.9, 0.0], [0.0, -0.1, 0.0], [0.0, 0.0, -0.1], [0.6, -0.6, 0.0], [-0.2, 0.0, -0.1], [0.1, 0.1, 0.1], [0.3, -0.3, 0.1], [0.6, -0.8, 0.0], [0.1, 0.0, 0.0], [0.0, 0.0, 0.0], [-0.1, -0.1, -0.2], [0.0, 0.0, 0.0], [-0.1, 0.0, 0.0], [0.0, 0.0, -0.1], [-0.1, 0.0, -0.1], [0.1, -0.1, 0.1], [-0.1, 0.0, 0.0], [0.1, 0.0, 0.0], [-0.1, 0.0, 0.0], [-0.1, 0.2, 0.1], [0.0, 0.1, 0.1], [0.0, -0.1, 0.0], [0.1, -0.1, 0.0], [0.0, -0.1, -0.1], [-0.1, 0.0, -0.2], [-0.1, 0.0, -0.1], [0.0, 0.1, 0.1], [0.1, 0.1, 0.0], [0.0, 0.1, 0.1], [0.1, 0.0, 0.0], [-0.1, 0.0, 0.1], [0.0, 0.1, 0.0], [0.0, 0.0, 0.0]]
}

=====

{
  "formula": "C22H23Cl3N2O2PSbSe4Tc",
  "method": "the ωB97M-V functional and the def2-TZVPD basis",
  "homo_lumo_gap_ev": 4.702,
  "total_energy_ev": -347214.208,
  "charge": 3,
  "max_force_ha_per_bohr": 0.02519,
  "relative_energy_ev": 1.5326,
  "symbols": ["Sb", "Tc", "Se", "Se", "Se", "Se", "Cl", "Cl", "Cl", "P", "O", "O", "N", "N", "C", "C", "C", "C", "C", "C", "C", "C", "C", "C", "C", "C", "C", "C", "C", "C", "C", "C", "C", "C", "C", "C", "H", "H", "H", "H", "H", "H", "H", "H", "H", "H", "H", "H", "H", "H", "H", "H", "H", "H", "H", "H", "H", "H", "H"],
  "positions_angstrom": [[-6.1394, -1.7574, 1.7235], [-0.6208, -0.8616, 0.2944], [-6.6259, -1.6831, 3.9701], [-2.7596, -1.8095, -0.1780], [-2.7732, -3.5147, 1.3234], [-4.9309, -4.2066, 1.5285], [3.6890, 0.9488, 3.1914], [3.6741, -1.9686, 3.1054], [4.9215, -0.4472, 0.9578], [0.4072, -2.0189, -1.5968], [-1.1506, -0.3937, 2.2746], [-3.3926, -0.1871, 2.3938], [-3.3693, 0.7745, 4.8794], [1.3179, -0.4428, 0.9381], [4.3358, -1.2810, -2.3696], [3.0375, 0.2148, -3.7352], [3.6430, -0.4807, 2.1561], [-0.6216, -2.3389, -3.0557], [-0.3694, 3.1911, -1.0776], [4.2694, -0.2859, -3.3331], [-2.0750, 0.2778, 4.3228], [0.7144, 3.5791, 1.4400], [-0.3374, 2.0984, -0.1613], [0.6936, 4.6419, 0.5385], [3.1728, -1.7871, -1.8094], [0.8088, -3.6818, -0.9863], [0.2046, 2.3330, 1.1032], [-1.5399, 1.8349, -2.7429], [1.8729, -0.2885, -3.1835], [0.1577, 4.4471, -0.7141], [-0.9436, 3.0284, -2.3508], [-1.5611, 0.7822, -1.8564], [2.3379, -0.4518, 1.4647], [-2.2546, -0.1213, 2.8485], [-0.8875, 0.8178, -0.5922], [1.9330, -1.3058, -2.2279], [-0.1182, -4.2308, -0.8139], [1.0853, 5.6077, 0.8229], [-1.5929, -2.7328, -2.7558], [-1.7820, -0.6038, 4.8947], [5.2950, -1.6766, -2.0649], [-0.1119, -3.0721, -3.6823], [1.3978, -4.2139, -1.7343], [-0.9532, 3.8769, -3.0250], [-2.0814, -0.1203, -2.1457], [-3.5625, 1.7387, 4.5973], [0.2132, 1.5473, 1.8436], [-2.0009, 1.7493, -3.7166], [0.9204, 0.1075, -3.5121], [1.3740, -3.6484, -0.0545], [0.1325, 5.2554, -1.4325], [-1.3034, 1.0368, 4.4387], [3.2441, -2.5764, -1.0720], [1.1430, 3.7264, 2.4218], [-0.7674, -1.4344, -3.6422], [5.1776, 0.0965, -3.7776], [2.9871, 0.9871, -4.4892], [-3.3865, 0.7371, 5.9027], [-4.1486, 0.1871, 4.5133]],
  "atomic_forces_ev_per_a": [[0.2, 0.0, 0.2], [-1.2, 0.5, -0.1], [0.0, 0.0, 0.0], [0.7, 0.3, 0.3], [0.1, 0.3, -0.1], [-0.2, -0.1, -0.1], [0.0, 0.0, 0.0], [0.0, 0.0, 0.0], [0.0, 0.0, 0.1], [0.1, -0.3, 0.1], [0.8, -0.3, -0.4], [0.3, 0.2, 0.1], [-0.4, -0.3, -0.1], [0.6, -0.1, 0.4], [0.0, 0.0, 0.0], [0.0, 0.0, 0.0], [-0.2, 0.0, 0.0], [0.0, 0.0, 0.0], [0.1, 0.0, 0.0], [0.0, 0.0, 0.0], [0.2, -0.2, -0.1], [0.0, -0.1, 0.0], [0.1, 0.1, 0.0], [0.0, 0.0, -0.1], [0.0, 0.0, -0.1], [0.0, 0.0, 0.0], [0.0, 0.0, 0.0], [0.0, -0.1, 0.0], [0.0, 0.0, 0.1], [0.1, 0.0, 0.1], [-0.1, -0.1, 0.0], [-0.1, 0.2, 0.0], [-0.1, 0.0, -0.3], [-0.8, -0.1, 0.2], [-0.3, -0.5, 0.0], [0.0, 0.0, 0.0], [0.0, 0.0, 0.0], [0.0, 0.0, 0.0], [0.0, 0.0, 0.0], [0.0, 0.0, 0.0], [0.0, 0.0, 0.0], [0.0, 0.0, 0.0], [0.0, 0.0, 0.0], [0.0, 0.0, 0.0], [0.0, 0.0, 0.0], [0.0, -0.1, 0.0], [0.0, 0.0, 0.0], [0.0, 0.0, 0.0], [0.0, 0.0, 0.0], [0.0, 0.0, 0.0], [0.0, 0.0, 0.0], [-0.1, 0.0, 0.0], [0.0, 0.0, 0.0], [0.0, 0.0, 0.1], [0.0, 0.0, 0.0], [0.0, 0.0, 0.0], [0.0, 0.0, 0.0], [0.0, 0.0, -0.1], [0.3, 0.3, 0.0]]
}